# 1
The following is a quantum chemistry calculation of a cluster of 3 separate species, C21H42ClN2O7P in total at a distorted geometry, from the OMol25 dataset.

Last column: Löwdin charge in e.
Geometry (Å):
C: 2.03 -3.28 -0.28  -0.13
C: 0.45 -3.82 -0.26  -0.22
C: -0.59 -2.89 -1.10  -0.32
C: -1.56 -3.87 -2.05  -0.10
C: -1.41 -1.77 -0.24  -0.50
C: -2.74 -1.37 -1.18  -0.16
N: -3.66 -0.99 -2.03  0.12
C: -0.43 -0.51 0.07  -0.28
C: -0.10 0.48 -1.18  -0.08
C: -0.91 0.42 1.37  -0.12
N: -1.25 1.03 2.48  0.11
P: -2.20 -2.48 1.39  0.69
O: -2.97 -4.04 1.07  -0.39
Cl: -3.87 -1.24 2.00  0.17
H: 2.11 -2.16 -0.69  0.07
H: 2.76 -3.99 -0.85  0.08
H: 2.39 -3.24 0.86  0.09
H: 0.15 -4.05 0.85  0.10
H: 0.49 -4.88 -0.81  0.12
H: 0.07 -2.29 -1.89  0.15
H: -1.88 -3.30 -3.05  0.09
H: -0.99 -4.84 -2.42  0.09
H: -2.55 -4.19 -1.50  0.07
H: 0.62 -0.97 0.41  0.14
H: -0.08 1.62 -0.80  0.11
H: 0.96 0.20 -1.64  0.10
H: -0.86 0.46 -2.07  0.06
H: -3.79 -3.78 0.51  0.06
C: 3.24 -0.76 9.40  -0.11
O: 3.33 -0.46 8.02  -0.21
C: 4.23 -1.33 7.33  -0.19
C: 3.85 -1.45 5.86  -0.17
O: 2.74 -2.33 5.63  -0.14
C: 1.45 -1.82 6.03  -0.17
C: 0.92 -0.73 5.10  -0.19
O: 1.55 0.52 5.39  -0.21
C: 1.56 1.39 4.27  -0.12
H: 4.21 -0.61 9.89  0.09
H: 2.50 -0.10 9.85  0.09
H: 2.90 -1.80 9.55  0.09
H: 4.24 -2.33 7.79  0.13
H: 5.23 -0.89 7.42  0.12
H: 4.69 -1.90 5.33  0.12
H: 3.67 -0.47 5.40  0.12
H: 1.45 -1.51 7.07  0.12
H: 0.77 -2.68 5.96  0.12
H: -0.15 -0.60 5.26  0.12
H: 1.10 -1.02 4.05  0.12
H: 2.09 0.93 3.43  0.08
H: 2.08 2.31 4.55  0.09
H: 0.53 1.65 3.98  0.05
C: -0.13 5.94 -6.37  -0.11
O: -1.21 5.04 -6.16  -0.21
C: -1.79 4.60 -7.39  -0.19
C: -2.44 3.23 -7.20  -0.17
O: -1.50 2.15 -7.19  -0.13
C: -0.70 2.03 -6.00  -0.17
C: -1.49 1.51 -4.80  -0.19
O: -2.28 2.56 -4.22  -0.21
C: -3.41 2.07 -3.52  -0.11
H: -0.48 6.85 -6.87  0.09
H: 0.30 6.20 -5.40  0.09
H: 0.66 5.46 -6.97  0.09
H: -1.03 4.54 -8.18  0.13
H: -2.55 5.33 -7.68  0.12
H: -3.08 3.04 -8.07  0.13
H: -3.09 3.20 -6.32  0.12
H: -0.19 2.97 -5.78  0.12
H: 0.07 1.29 -6.24  0.12
H: -0.80 1.17 -4.03  0.10
H: -2.13 0.68 -5.11  0.13
H: -4.05 1.50 -4.19  0.09
H: -3.98 2.92 -3.15  0.09
H: -3.09 1.45 -2.68  0.05

Values from the calculation:
* max |F|: 12.6 eV/A
* structure (SMILES): CC[C@@H](C)[C@](C#N)([C@@H](C)C#N)P(O)Cl.COCCOCCOC.COCCOCCOC
* HOMO level: -9.1 eV
* net charge: 0
* lowest unoccupied orbital energy: -0.022 eV

=====

# 2
The following is a quantum chemistry calculation of a structure of composition C21H42Ge2N10O2Rh, from the OMol25 dataset.

Last column: Löwdin charge in e.
Geometry (Å):
Rh: 1.33 0.44 0.03  0.54
C: -3.64 2.25 -3.29  -0.05
C: -2.39 1.53 -3.74  -0.12
Ge: -0.89 1.24 -0.05  0.97
C: -1.45 3.02 0.50  -0.39
C: -2.81 3.50 0.01  -0.15
C: -2.26 -0.02 -0.23  -0.28
C: -1.87 -1.32 -0.13  -0.32
Ge: 0.09 -1.66 0.10  0.91
C: 0.67 -2.47 1.79  -0.35
C: 0.14 -3.85 2.19  -0.15
C: 0.90 -2.27 -1.59  -0.35
C: 0.81 -3.78 -1.86  -0.14
C: -2.79 -2.46 -0.18  -0.24
C: -4.17 -2.31 -0.35  -0.01
C: -5.00 -3.41 -0.41  -0.04
C: -4.47 -4.69 -0.29  -0.03
C: -3.11 -4.87 -0.11  -0.04
C: -2.28 -3.76 -0.06  -0.06
H: -4.47 1.90 -3.90  0.11
H: -3.56 3.33 -3.43  0.09
H: -3.87 2.03 -2.25  0.07
H: -2.11 1.78 -4.76  0.13
H: -2.45 0.45 -3.62  0.13
H: -0.65 3.73 0.26  0.05
H: -1.45 2.95 1.59  0.07
H: -2.82 3.67 -1.06  0.05
H: -3.09 4.44 0.49  0.09
H: -3.60 2.78 0.24  0.07
H: -3.31 0.24 -0.34  0.05
H: 0.42 -1.74 2.56  0.05
H: 1.76 -2.50 1.71  0.05
H: -0.93 -3.84 2.34  0.07
H: 0.60 -4.16 3.13  0.08
H: 0.38 -4.61 1.45  0.07
H: 1.95 -1.98 -1.57  0.04
H: 0.43 -1.71 -2.40  0.06
H: 1.21 -4.37 -1.03  0.07
H: 1.38 -4.04 -2.75  0.08
H: -0.22 -4.09 -2.03  0.07
H: -4.61 -1.33 -0.45  0.11
H: -6.07 -3.28 -0.54  0.12
H: -5.12 -5.55 -0.33  0.12
H: -2.69 -5.86 -0.02  0.12
H: -1.22 -3.91 0.08  0.06
N: 3.23 2.29 -2.18  0.05
N: 2.81 3.60 -2.50  0.02
C: 1.56 3.85 -2.88  -0.33
N: 1.26 5.05 -3.35  0.26
N: 0.69 2.81 -2.69  0.18
N: -0.46 2.87 -3.26  -0.28
O: -0.88 3.64 -4.08  0.15
O: -1.22 1.84 -2.87  -0.06
H: 4.03 2.36 -1.57  0.10
H: 3.52 1.84 -3.04  0.11
H: 3.52 4.29 -2.69  0.18
H: 1.95 5.78 -3.41  0.15
H: 0.34 5.24 -3.74  0.12
C: 3.07 0.34 5.18  0.00
N: 2.08 0.72 4.17  -0.12
C: 0.90 1.48 4.59  -0.01
C: 2.27 0.48 2.87  -0.39
N: 1.45 0.93 1.94  0.00
N: 3.39 -0.27 2.56  0.18
C: 3.93 -0.54 1.31  -0.47
N: 5.14 -1.13 1.36  0.20
N: 3.30 -0.26 0.22  0.02
H: 2.68 0.60 6.16  0.10
H: 4.01 0.87 5.05  0.11
H: 3.24 -0.74 5.19  0.10
H: 0.87 1.51 5.67  0.10
H: -0.02 1.00 4.24  0.10
H: 0.95 2.51 4.22  0.11
H: 0.73 1.51 2.34  0.03
H: 3.90 -0.62 3.35  0.13
H: 5.65 -1.27 2.22  0.13
H: 5.57 -1.49 0.53  0.13
H: 3.83 -0.51 -0.60  0.08

Values from the calculation:
* max |F|: 0.3 eV/A
* HOMO level: -15.5 eV
* net charge: +3
* lowest unoccupied orbital energy: -8.940 eV

=====

# 3
The following is a quantum chemistry calculation of a structure of composition C21H42MgO26PV at a distorted geometry, from the OMol25 dataset.

Last column: Löwdin spin population.
Geometry (Å):
O: -3.20 20.93 -5.82  -0.14
V: -4.21 19.88 -6.39  2.04
Mg: -7.98 19.95 -7.65  0.00
P: -6.78 20.18 -5.85  0.01
O: -7.87 19.13 -5.98  0.00
O: -7.53 21.30 -6.51  0.00
O: -6.13 19.79 -7.19  0.01
O: -5.53 20.24 -4.83  0.03
C: -8.68 23.41 -4.26  0.00
O: -9.76 24.26 -4.56  0.00
C: -10.72 24.41 -3.51  0.00
O: -10.52 24.15 -2.30  0.00
O: -11.70 25.02 -4.00  0.00
C: -12.95 25.26 -3.27  0.00
H: -8.98 22.45 -3.85  0.00
H: -8.04 23.90 -3.52  0.00
H: -8.05 23.12 -5.10  0.00
H: -13.14 24.62 -2.41  0.00
H: -13.76 25.28 -4.00  0.00
H: -12.88 26.28 -2.92  0.00
C: -7.43 23.86 -11.42  0.00
O: -7.97 22.88 -10.57  0.00
C: -7.27 21.79 -10.14  0.00
O: -7.66 20.97 -9.29  0.00
O: -6.06 21.76 -10.76  0.00
C: -5.22 20.68 -10.48  0.00
H: -7.68 23.65 -12.46  0.00
H: -6.35 23.90 -11.29  0.00
H: -7.84 24.83 -11.15  0.00
H: -5.59 19.72 -10.84  0.00
H: -5.10 20.58 -9.40  0.00
H: -4.21 20.79 -10.88  0.00
C: -6.25 24.34 -7.77  0.00
O: -4.98 24.30 -8.46  0.00
C: -4.12 23.38 -8.29  0.00
O: -4.30 22.30 -7.76  0.01
O: -3.07 23.64 -9.16  0.00
C: -2.03 22.70 -9.29  0.00
H: -6.46 25.40 -7.60  0.00
H: -6.22 23.75 -6.86  0.00
H: -6.99 23.88 -8.43  0.00
H: -2.37 22.05 -10.10  0.00
H: -1.77 22.08 -8.43  0.00
H: -1.21 23.24 -9.76  0.00
C: -6.54 20.43 -1.64  0.00
O: -6.88 20.68 -0.27  0.00
C: -6.79 19.75 0.67  0.00
O: -6.25 18.66 0.47  0.00
O: -7.18 20.16 1.86  0.00
C: -7.67 21.49 2.06  0.00
H: -5.62 20.87 -2.03  0.00
H: -7.30 20.71 -2.37  0.00
H: -6.43 19.38 -1.90  0.00
H: -6.81 22.15 1.93  0.00
H: -7.95 21.50 3.12  0.00
H: -8.54 21.89 1.54  0.00
C: -3.65 12.86 -3.66  0.00
O: -4.68 13.87 -3.45  0.00
C: -4.46 15.09 -3.98  0.00
O: -3.41 15.54 -4.38  0.00
O: -5.64 15.64 -4.14  0.00
C: -5.80 17.01 -4.56  0.01
H: -3.37 12.93 -4.72  0.00
H: -4.14 11.89 -3.61  0.00
H: -2.88 13.07 -2.92  0.00
H: -5.60 17.17 -5.62  0.01
H: -5.16 17.75 -4.09  0.00
H: -6.84 17.35 -4.49  0.00
C: -5.49 16.87 -8.81  0.00
O: -6.84 16.31 -9.00  0.00
C: -7.93 17.05 -8.92  0.00
O: -8.00 18.26 -8.72  0.00
O: -8.95 16.21 -9.05  0.00
C: -10.26 16.67 -9.22  0.00
H: -4.76 16.21 -9.29  0.00
H: -5.22 16.76 -7.76  0.00
H: -5.43 17.92 -9.08  0.00
H: -10.27 17.14 -10.20  0.00
H: -10.64 17.30 -8.42  0.00
H: -10.97 15.85 -9.32  0.00
C: -10.68 19.59 1.23  0.00
O: -9.87 19.29 0.08  0.00
C: -10.27 19.58 -1.14  0.00
O: -11.34 20.18 -1.37  0.00
O: -9.40 19.13 -2.03  0.00
C: -9.78 19.21 -3.36  0.00
H: -10.19 20.10 2.05  0.00
H: -11.18 18.70 1.61  0.00
H: -11.56 20.17 0.95  0.00
H: -10.69 18.64 -3.59  0.00
H: -8.91 19.12 -4.01  0.00
H: -10.03 20.24 -3.63  0.00

Values from the calculation:
* 2S+1: 3
* max |F|: 6.8 eV/A
* <S²>: 2.027
* HOMO level (alpha / beta): -7.2 / -8.8 eV
* net charge: 0
* lowest unoccupied orbital energy (alpha / beta): -0.310 / -0.392 eV